Density functional theory data (ωB97M-V/def2-TZVPD) for a 7-piece molecular cluster, C42H79Br2N2O18P2Si overall.

* 2S+1: 1
* E_HOMO: -10.4 eV
* LUMO level: -4.5 eV
* net charge: +1
* E: -251204.785 eV
* largest force on an atom: 4.0 eV/Å
* HOMO-LUMO gap: 0.214 hartree

```
146
C42H79Br2N2O18P2Si | the OMol25 dataset | ωB97M-V/def2-TZVPD
C 5.798 4.658 0.562
C 4.821 4.297 -0.585
O 3.812 3.480 -0.014
C 2.978 2.748 -0.871
N 3.606 2.184 -2.097
C 3.556 2.926 -3.221
C 2.925 4.300 -3.220
C 1.472 4.223 -3.728
O 0.662 3.550 -2.783
Si -0.941 3.281 -3.284
C -1.665 2.080 -2.015
C -1.082 2.416 -4.952
C -2.005 4.843 -3.168
C 4.079 2.478 -4.420
P 4.098 3.368 -6.013
O 5.487 3.806 -6.232
O 3.657 2.422 -7.203
O 3.145 4.647 -6.082
C 4.678 1.208 -4.433
C 5.318 0.611 -5.689
O 4.621 -0.057 -6.410
O 6.644 0.853 -5.844
P 7.175 0.860 -7.412
O 8.626 0.950 -7.355
O 6.644 2.139 -8.224
O 6.759 -0.456 -8.178
C 4.689 0.449 -3.268
C 5.299 -0.926 -3.392
O 6.706 -0.836 -3.114
N 7.448 -1.813 -3.875
O 7.268 -2.884 -3.476
C 4.161 0.950 -2.103
C 4.196 0.040 -0.898
Br 5.101 0.860 0.643
C 2.754 -0.591 -0.578
C 1.686 -0.210 -1.623
Br 2.104 -0.227 1.229
H 5.262 4.779 1.506
H 6.357 5.559 0.294
H 6.524 3.841 0.633
H 5.435 3.819 -1.361
H 4.455 5.263 -0.964
H 2.587 1.914 -0.283
H 2.091 3.342 -1.104
H 2.866 4.743 -2.226
H 3.530 4.991 -3.808
H 1.456 3.644 -4.667
H 1.109 5.229 -3.979
H -2.708 1.854 -2.261
H -1.036 1.184 -1.978
H -1.674 2.577 -1.036
H -2.141 2.271 -5.195
H -0.681 1.398 -4.817
H -0.533 2.896 -5.769
H -2.496 4.815 -2.185
H -1.411 5.765 -3.179
H -2.799 4.850 -3.921
H 4.319 2.490 -7.914
H 3.672 5.362 -6.474
H 7.128 2.877 -7.811
H 7.264 -0.509 -9.004
H 4.869 -1.662 -2.700
H 5.155 -1.374 -4.385
H 4.828 -0.827 -1.057
H 2.836 -1.679 -0.622
H 0.849 -0.902 -1.462
H 2.019 -0.397 -2.652
H 1.272 0.794 -1.494
C -2.464 1.114 3.066
C -1.571 2.348 3.031
C -0.644 2.027 1.868
O -1.388 1.220 0.954
C -2.603 0.790 1.588
H -3.420 1.276 3.557
H -1.952 0.298 3.581
H -2.169 3.233 2.799
H -1.038 2.533 3.962
H 0.224 1.447 2.201
H -0.286 2.923 1.354
H -3.433 1.344 1.136
H -2.756 -0.274 1.404
C -4.049 -2.431 6.426
C -3.121 -1.701 7.386
C -2.689 -0.506 6.552
O -3.778 -0.199 5.672
C -4.725 -1.275 5.708
H -4.757 -3.097 6.919
H -3.463 -3.022 5.717
H -3.681 -1.365 8.261
H -2.283 -2.304 7.732
H -1.813 -0.745 5.936
H -2.456 0.369 7.161
H -5.608 -0.928 6.255
H -5.026 -1.530 4.689
C -7.045 -4.145 1.262
C -6.113 -3.420 2.223
C -5.674 -2.224 1.394
O -6.756 -1.911 0.518
C -7.716 -2.982 0.547
H -7.755 -4.808 1.753
H -6.459 -4.736 0.553
H -6.673 -3.083 3.100
H -5.276 -4.029 2.567
H -4.799 -2.467 0.778
H -5.435 -1.353 2.008
H -8.595 -2.635 1.096
H -8.017 -3.231 -0.471
C 7.504 -4.564 -8.377
C 6.714 -4.164 -7.140
C 5.306 -4.604 -7.511
O 5.446 -5.735 -8.372
C 6.813 -5.858 -8.779
H 8.571 -4.689 -8.198
H 7.376 -3.812 -9.160
H 7.068 -4.731 -6.274
H 6.778 -3.102 -6.901
H 4.778 -3.819 -8.065
H 4.706 -4.880 -6.642
H 7.247 -6.718 -8.258
H 6.858 -6.046 -9.852
C 0.482 -0.911 10.761
C -0.393 -0.648 11.978
C -1.768 -1.041 11.462
O -1.565 -2.075 10.490
C -0.171 -2.150 10.170
H 1.535 -1.058 10.999
H 0.404 -0.075 10.060
H -0.098 -1.308 12.797
H -0.352 0.379 12.337
H -2.261 -0.199 10.964
H -2.424 -1.410 12.251
H 0.231 -3.064 10.622
H -0.049 -2.216 9.087
C -11.282 -2.269 4.753
C -10.392 -1.034 4.734
C -9.463 -1.336 3.569
O -10.211 -2.134 2.644
C -11.423 -2.573 3.269
H -12.240 -2.114 5.247
H -10.767 -3.091 5.257
H -10.992 -0.147 4.514
H -9.860 -0.860 5.668
H -8.594 -1.919 3.895
H -9.107 -0.435 3.067
H -12.254 -2.014 2.827
H -11.573 -3.634 3.068
```

Mulliken atomic charge list, values in e, 2 entries: -1.34 0.28